Entry 1:
Formula: C9H4O6
Source: OMol25
Level of theory: the ωB97M-V functional and the def2-TZVPD basis

Geometry as XYZ:
```
19
Properties=species:S:1:pos:R:3
C 0.9963 1.0009 -0.6571
C -0.0314 0.3473 -1.5547
C -0.9526 -0.0850 0.9397
C -0.0580 -1.2202 0.6432
C 1.7535 1.7491 -1.4621
C 0.1990 0.8470 -2.7535
C -1.4735 -0.4033 2.1821
C -0.0461 -1.9986 1.7191
C -0.0184 0.0806 -0.1510
O 1.3195 1.6691 -2.8119
O -0.9607 -1.5868 2.6513
O 2.8092 2.4870 -1.0753
O -0.4446 0.7058 -3.9537
O -2.3690 0.2148 2.9899
O 0.6255 -3.1578 1.9706
H 2.8307 2.3580 -0.2075
H -1.2712 0.2575 -3.8593
H -3.2424 0.2995 2.5742
H 0.3341 -3.5648 2.8159
```

Computed properties:
HOMO	-8.25	eV
lowest unoccupied orbital energy	0.420	eV
energy above the lowest of the compared OMol25 structures with the same formula, charge and spin	199.8	kcal per mole
molecular weight	208.13	g mol⁻¹
SMILES	Oc1oc(O)c2c1C21c2c(O)oc(O)c21

Entry 2:
Formula: C9H5Cl3F3NO2Ru
Source: OMol25
Level of theory: the ωB97M-V functional and the def2-TZVPD basis

Geometry as XYZ:
```
24
Properties=species:S:1:pos:R:3
Ru 0.3237 0.2948 1.0795
C 0.3375 -0.7972 2.8449
C 0.7151 0.5639 3.1027
C -0.3731 1.4042 2.7076
C -1.4357 0.5548 2.2444
C -1.0079 -0.7911 2.3330
H 0.9558 -1.6673 3.0006
H 1.6663 0.8994 3.4845
H -0.3970 2.4817 2.7467
H -2.3860 0.8992 1.8661
H -1.5812 -1.6601 2.0501
Cl 3.8688 4.1841 -0.3686
C 4.2794 2.4859 -0.1625
Cl 4.9531 1.8148 -1.6434
Cl 5.3625 2.2432 1.2021
C 3.0278 1.7525 0.1118
N 2.0548 1.1923 0.3270
F -4.4051 -4.3975 -4.9991
C -4.2521 -3.2828 -5.5247
F -3.4086 -3.1551 -6.4321
F -5.1840 -2.4646 -5.4496
C -1.0462 -0.8570 -1.5090
O -1.8761 -1.4099 -2.0708
O -0.1918 -0.2882 -0.9411
```

Computed properties:
HOMO	-14.30	eV
lowest unoccupied orbital energy	-10.244	eV
molecular weight	423.57	g mol⁻¹
net charge	+2

Entry 3:
Formula: C9H61F5NO29
Source: OMol25
Level of theory: the ωB97M-V functional and the def2-TZVPD basis

Geometry as XYZ:
```
105
Properties=species:S:1:pos:R:3
C 2.3542 2.6845 -0.5170
C 1.0038 2.9800 0.3286
O -0.0969 2.6147 -0.1641
O 1.1931 3.5895 1.5935
C -0.0154 3.5527 2.3940
C -0.4269 2.0688 2.8759
C 0.6535 1.3934 3.8702
C 1.9594 0.8077 3.1362
N 1.9373 -0.6909 2.9367
C 1.8971 -1.0152 1.4892
F 0.7831 -0.4442 0.8114
F 3.0969 -0.6237 0.7949
C 1.7877 -2.6230 1.2676
F 0.4179 -2.9482 1.4604
F 2.1666 -2.9214 -0.0715
F 2.6353 -3.2734 2.1862
C 3.2343 1.2985 4.0270
O 3.3014 1.1815 5.2940
O 4.2876 1.9259 3.3451
H 3.1679 3.3889 -0.1138
H 2.2331 2.9053 -1.6275
H 2.7150 1.6100 -0.2976
H -0.9084 4.1287 1.9164
H 0.2228 4.1436 3.3625
H -0.7214 1.3765 2.0160
H -1.3869 2.2064 3.5141
H 0.9270 2.0919 4.7511
H 0.0979 0.5029 4.3640
H 2.1327 1.2643 2.0985
H 2.8818 -1.0156 3.2297
O -2.6192 -2.8867 -0.0589
H -2.3377 -3.3056 -0.8854
H -1.7964 -2.7729 0.4380
O 0.6862 -0.3524 -2.5075
H 0.7721 -1.2896 -2.7403
H 0.5736 -0.3567 -1.5474
O 4.7254 3.0703 -1.5988
H 4.9774 2.6145 -2.4139
H 5.5599 3.1768 -1.1194
O -5.4550 -1.9672 1.1479
H -5.6091 -2.2896 0.2489
H -4.5283 -2.1810 1.3169
O -6.8117 -3.3000 -1.4686
H -7.0463 -3.1906 -2.3987
H -7.6611 -3.4307 -1.0264
O -1.7976 -0.1390 -4.6320
H -1.5187 -0.5748 -5.4458
H -0.9768 -0.0315 -4.1324
O -3.2462 -5.2653 -1.7711
H -3.5567 -5.1775 -0.8599
H -3.9742 -5.7091 -2.2234
O 4.7490 3.3017 -4.4128
H 4.6781 3.9982 -3.7451
H 4.7119 3.7769 -5.2516
O 7.1773 1.7150 4.3472
H 7.1040 0.7814 4.5746
H 6.4594 1.8561 3.7093
O -6.3284 0.5011 -1.0672
H -6.5093 -0.3361 -1.5133
H -5.8290 0.2427 -0.2796
O -2.4413 -0.1639 -7.4863
H -2.5384 0.5185 -6.8064
H -2.4613 0.3276 -8.3162
O -3.2829 0.4496 0.3574
H -3.2525 -0.2298 -0.3283
H -3.8088 1.1568 -0.0376
O -0.3637 -2.4793 -6.0549
H -0.4549 -3.4146 -5.8338
H -1.0620 -2.3230 -6.7061
O 7.0199 4.0512 0.1291
H 6.9492 4.2523 1.0719
H 7.3643 4.8655 -0.2581
O 3.0879 1.0747 -3.7956
H 3.4269 0.7057 -4.6199
H 2.3088 0.5342 -3.6002
O -1.5989 6.1753 1.7827
H -1.6939 6.8615 2.4549
H -1.6343 6.6596 0.9484
O 4.1802 -2.4494 4.4211
H 3.9975 -3.2876 3.9793
H 4.6783 -2.7025 5.2076
O -8.3110 -0.5450 2.3710
H -7.7495 -1.0999 1.8143
H -7.7716 -0.3831 3.1570
O -5.8449 0.7376 4.2215
H -5.2838 0.1823 3.6635
H -5.3067 0.8992 5.0059
O -2.8002 -4.8078 2.3567
H -2.9052 -4.1376 3.0462
H -2.8334 -4.3024 1.5340
O 0.9358 -3.3795 -2.7054
H 1.3843 -3.3353 -1.8502
H 1.4233 -4.0569 -3.1895
O 2.1709 -1.2248 -6.1643
H 2.5382 -1.5706 -6.9863
H 1.3903 -1.7787 -6.0040
O -4.7467 -2.5816 -3.0456
H -4.2942 -2.5380 -2.1942
H -4.2511 -3.2462 -3.5391
O -3.9414 -2.9506 4.7180
H -4.2527 -2.8623 5.6270
H -4.6698 -3.3950 4.2640
O 9.4354 4.7490 1.3550
H 9.2205 3.9028 0.9402
H 9.9396 4.5034 2.1406
```

Computed properties:
HOMO	-4.45	eV
lowest unoccupied orbital energy	1.210	eV
molecular weight	742.55	g mol⁻¹
net charge	-1

Entry 4:
Formula: C9H62NO23
Source: OMol25
Level of theory: the ωB97M-V functional and the def2-TZVPD basis

Geometry as XYZ:
```
95
Properties=species:S:1:pos:R:3
C 1.7541 -1.7000 -1.4432
C 0.8366 -0.5957 -0.9820
C -0.3886 -0.6533 -1.9215
C -1.6187 0.0808 -1.3657
C -1.9839 -0.1289 0.0775
C -0.7251 -0.0058 0.9797
N 0.4235 -0.7265 0.4140
O 1.5134 -0.7736 1.3263
C -1.1462 -0.8161 2.2388
C -0.4493 1.4796 1.2879
C 1.4951 0.7777 -1.2159
H 2.6352 -1.9124 -0.8460
H 2.1403 -1.5297 -2.4518
H 1.2186 -2.6524 -1.4156
H -0.6852 -1.6696 -2.1816
H -0.1709 -0.0640 -2.8152
H -2.4619 -0.0799 -2.0508
H -1.5408 1.1525 -1.6160
H -2.5862 -1.0285 0.2198
H -2.7095 0.6405 0.3596
H -1.7996 -0.1349 2.7903
H -0.3471 -1.1248 2.9129
H -1.6871 -1.7369 2.0295
H -0.5259 2.1801 0.4627
H 0.5347 1.5988 1.7276
H -1.0582 1.7961 2.1408
H 2.2802 1.0973 -0.5362
H 0.7758 1.6014 -1.2114
H 1.8492 0.7821 -2.2559
O -4.3818 -0.3387 3.4673
H -4.2929 -1.2505 3.1614
H -3.8032 0.1665 2.8857
O 3.7780 1.5043 -4.2471
H 3.1942 1.4595 -5.0098
H 4.3063 2.2972 -4.3924
O 4.8804 2.5308 -0.4149
H 5.1293 3.4395 -0.6094
H 4.5554 2.1785 -1.2534
O -0.2447 4.0607 -1.1064
H -0.9920 4.6700 -1.0929
H -0.5990 3.2497 -1.4890
O -3.8898 2.9762 -0.9048
H -3.0166 2.8134 -1.2758
H -4.1404 2.1318 -0.5042
O 1.5219 -5.3424 -0.9934
H 1.3345 -4.6098 -0.3745
H 2.4498 -5.1789 -1.2033
O 1.8580 1.6116 3.5585
H 1.0637 1.7806 4.0771
H 1.6612 0.7857 3.0653
O -3.9204 0.3325 -4.4408
H -3.6756 0.4645 -3.5145
H -4.1110 1.2181 -4.7656
O -4.4577 -1.9704 -2.7855
H -4.4442 -1.4851 -3.6268
H -3.7809 -2.6503 -2.8775
O 1.1851 -2.9358 0.6617
H 1.7596 -2.1414 0.7015
H 0.4191 -2.6375 0.1608
O -2.5750 -2.5044 5.0133
H -2.6308 -2.4385 4.0516
H -2.1141 -3.3347 5.1750
O 2.4784 -1.8177 4.4658
H 1.9545 -1.6675 3.6644
H 2.6131 -0.9369 4.8312
O 4.3083 0.5344 1.1968
H 4.5706 1.3153 0.6626
H 3.3391 0.4959 1.1271
O -3.5170 2.3855 2.5748
H -4.1228 2.8625 3.1567
H -3.9099 2.4692 1.6963
O -4.0503 -2.5859 1.9525
H -4.6347 -3.2674 2.3095
H -3.7530 -2.9388 1.1058
O 4.1397 -2.3664 0.9315
H 3.3415 -1.7986 0.8928
H 4.3675 -2.3953 1.8660
O 0.7877 2.4095 -4.3091
H 1.1724 1.6801 -3.8057
H 1.3749 2.5274 -5.0591
O 4.1924 -3.9719 -1.2337
H 4.1747 -3.1651 -1.7553
H 4.1883 -3.6802 -0.2943
O 5.1317 -2.2574 -3.8671
H 4.2668 -2.0806 -4.2515
H 5.5442 -1.3898 -3.7929
O -2.1909 4.8197 3.4791
H -2.3655 3.9521 3.0778
H -1.8339 4.6189 4.3498
O -4.9748 0.2504 -1.0376
H -4.7197 -0.6084 -1.4161
H -5.8842 0.1276 -0.7466
O 2.4511 3.2010 1.2578
H 1.8322 3.9384 1.2327
H 2.1286 2.6333 1.9822
```

Computed properties:
HOMO	-3.87	eV
lowest unoccupied orbital energy	1.488	eV
energy above the lowest of the compared OMol25 structures with the same formula, charge and spin	99.6	kcal per mole
molecular weight	552.58	g mol⁻¹
net charge	-1

Entry 5:
Formula: C9H64NO24
Source: OMol25
Level of theory: the ωB97M-V functional and the def2-TZVPD basis

Geometry as XYZ:
```
98
Properties=species:S:1:pos:R:3
C 1.9202 -1.1354 1.7691
C 1.1400 -0.6013 0.4628
C -0.0379 -1.6203 0.2619
C -1.2181 -1.1538 -0.5864
C -1.8298 0.1983 -0.3134
C -0.5955 1.2155 -0.2786
N 0.6356 0.8142 0.5703
O 1.5003 1.9825 0.8835
C -1.3329 2.5496 0.3175
C -0.1849 1.6138 -1.7823
C 2.1086 -0.7458 -0.7908
H 1.7234 -0.6034 2.6998
H 2.9890 -0.9603 1.6459
H 1.8713 -2.1991 2.0020
H -0.2972 -2.0504 1.2294
H 0.3583 -2.4251 -0.3573
H -2.0349 -1.8752 -0.5609
H -0.8819 -1.1474 -1.6232
H -2.3610 0.2713 0.6356
H -2.5351 0.3832 -1.1236
H -0.6941 3.4224 0.1821
H -1.3970 2.5434 1.4056
H -2.3240 2.7974 -0.0627
H 0.5185 2.4387 -1.8957
H -1.1344 1.9119 -2.2269
H 0.2368 0.8669 -2.4549
H 3.1083 -0.3233 -0.6896
H 1.7519 -0.2192 -1.6759
H 2.2167 -1.7721 -1.1417
O -2.0914 -0.3398 3.6057
H -1.3331 -0.0995 3.0733
H -2.8439 -0.0110 3.1138
O 0.3712 5.2732 -2.5335
H -0.3096 5.8828 -2.2485
H 1.1922 5.7388 -2.3743
O -5.3810 -0.9216 -0.0309
H -5.6125 -0.8646 0.8961
H -4.6491 -1.5379 -0.0581
O 5.7893 -1.3062 2.2338
H 5.2752 -0.7781 2.8446
H 5.7001 -0.8563 1.3936
O -3.5793 -3.0445 1.4017
H -2.6701 -3.3360 1.4701
H -4.0568 -3.8168 1.0989
O 0.3707 1.3308 3.6389
H 0.0585 2.2250 3.5004
H 0.6319 1.0302 2.7684
O -1.6568 -4.3222 -0.1310
H -2.3828 -4.6095 -0.6848
H -1.0887 -3.8246 -0.7192
O 1.9707 4.6722 2.1118
H 1.6018 3.9128 1.6607
H 2.3960 5.1790 1.4200
O 4.6869 1.2795 0.7670
H 4.5117 1.7562 1.5783
H 3.8265 0.9781 0.4752
O -4.0411 1.1115 2.4135
H -3.6339 1.9256 2.7094
H -4.2627 1.2734 1.4965
O 4.8286 -2.8905 -1.5164
H 5.1856 -2.1981 -0.9603
H 5.0932 -2.6464 -2.4034
O 6.0449 -0.6188 -0.7215
H 5.4705 0.0474 -0.3438
H 6.1638 -0.3454 -1.6311
O 2.9765 2.6558 -1.9388
H 2.4788 2.2422 -1.2334
H 2.4746 2.4639 -2.7310
O -4.3993 4.6408 0.5846
H -3.9957 5.1445 -0.1222
H -4.8365 3.9135 0.1417
O -0.1801 -5.3396 1.7882
H -0.4482 -4.7996 2.5316
H -0.6170 -4.9436 1.0341
O -3.6950 -1.8103 -2.7079
H -3.6998 -1.0513 -2.1247
H -2.8137 -1.8205 -3.0813
O -0.7292 -3.4417 -2.6273
H -0.5922 -3.7590 -3.5200
H -0.6845 -2.4885 -2.7020
O -1.6121 -1.1916 -4.1197
H -1.0478 -1.4733 -4.8397
H -1.5846 -0.2354 -4.1531
O 1.9741 -4.2615 4.0389
H 2.1692 -4.7654 3.2488
H 1.5059 -4.8749 4.6052
O 2.2376 -4.5899 -1.6478
H 2.7391 -3.8306 -1.3510
H 1.9747 -5.0340 -0.8416
O 1.2588 3.7441 -4.4967
H 0.6287 4.0588 -5.1449
H 0.9318 4.0794 -3.6618
O -5.3260 1.7124 -0.8011
H -5.2629 0.7662 -0.6708
H -5.9717 2.0010 -0.1561
O -0.3725 3.9319 3.6704
H -0.7469 4.7714 3.9372
H 0.4693 4.1592 3.2755
```

Computed properties:
HOMO	-3.48	eV
lowest unoccupied orbital energy	1.670	eV
energy above the lowest of the compared OMol25 structures with the same formula, charge and spin	90.8	kcal per mole
molecular weight	570.59	g mol⁻¹
net charge	-1

Entry 6:
Formula: C9H6BrFO
Source: OMol25
Level of theory: the ωB97M-V functional and the def2-TZVPD basis

Geometry as XYZ:
```
18
Properties=species:S:1:pos:R:3
C -0.6892 -0.7841 1.3840
C -0.9261 0.4942 1.8418
C 0.0123 -1.0306 0.1866
C -0.6071 1.5928 1.0569
C 0.2419 0.0572 -0.6258
C -0.0719 1.3722 -0.1815
C 0.8794 -0.1348 -1.9007
C 1.1986 0.9357 -2.6019
C 0.7570 2.2945 -2.1278
O 0.3660 2.4293 -0.8263
F 1.6694 3.2442 -2.2705
Br -0.9122 2.8939 -3.3228
H -0.9448 -1.4710 2.0613
H -1.3965 0.5710 2.8743
H 0.2108 -2.0403 0.0333
H -0.7959 2.5460 1.5197
H 1.2802 -1.0536 -2.3364
H 1.7103 1.0650 -3.5352
```

Computed properties:
HOMO	-8.80	eV
lowest unoccupied orbital energy	0.064	eV
energy above the lowest of the compared OMol25 structures with the same formula, charge and spin	0.0	kcal per mole
molecular weight	229.05	g mol⁻¹
SMILES	F[C@@]1(Br)C=Cc2ccccc2O1

Entry 7:
Formula: C9H6Cl2N2NdO4Tm
Source: OMol25
Level of theory: the ωB97M-V functional and the def2-TZVPD basis

Geometry as XYZ:
```
25
Properties=species:S:1:pos:R:3
Nd -1.2303 4.8865 0.3124
Tm -0.7119 1.5114 0.3192
Cl 1.1149 3.2373 0.3368
Cl -2.9459 2.8066 0.2796
C -0.7025 0.8634 2.4869
C -0.9999 7.1662 -0.6967
C -2.5128 7.0135 0.4954
O -0.7841 0.3732 3.5385
O -0.7749 8.2041 -1.1992
O -3.1961 7.9516 0.6781
N 0.9071 -5.4533 -0.9826
C 1.7509 -4.3738 -0.8856
O 2.9375 -4.4444 -1.1848
C 1.1198 -3.0856 -0.4409
C -0.2676 -2.8858 -0.3836
C -0.7583 -1.6097 -0.1572
N 0.0857 -0.5506 -0.0259
C 1.4341 -0.7468 0.0476
C 1.9703 -1.9996 -0.1956
H 1.3273 -6.3404 -1.2208
H -0.0446 -5.4459 -0.6427
H -0.9879 -3.6929 -0.5179
H -1.8202 -1.3849 -0.0587
H 2.0347 0.1209 0.3087
H 3.0545 -2.1209 -0.2110
```

Computed properties:
<S²>	8.78
HOMO (alpha / beta)	-21.41 / -20.21	eV
lowest unoccupied orbital energy (alpha / beta)	-15.545 / -15.932	eV
energy above the lowest of the compared OMol25 structures with the same formula, charge and spin	30.9	kcal per mole
2S+1	6
molecular weight	590.24	g mol⁻¹
net charge	+4

Entry 8:
Formula: C9H6ClNO4Ru
Source: OMol25
Level of theory: the ωB97M-V functional and the def2-TZVPD basis

Geometry as XYZ:
```
22
Properties=species:S:1:pos:R:3
Ru 0.0231 -0.0457 -1.7494
O 0.0179 3.0565 -1.9596
C 0.0195 1.9063 -1.8176
C 0.0414 -1.9079 -1.9662
O 0.0537 -3.0470 -2.1962
C 1.9605 0.0079 -1.6006
O 3.1208 0.0227 -1.6251
C -1.9124 -0.0081 -1.6738
O -3.0729 -0.0020 -1.7432
H 0.0322 0.3933 -4.8981
H 0.0341 -0.3699 -4.9115
Cl 0.0240 2.6439 3.6945
C -0.0033 1.1487 2.8390
C -0.0431 -0.0679 3.5540
C -0.0664 -1.2564 2.8231
C -0.0518 -1.2062 1.4221
N -0.0094 -0.0339 0.7585
C 0.0128 1.1177 1.4355
H -0.0554 -0.0652 4.6323
H -0.0998 -2.2391 3.3000
H -0.0688 -2.1228 0.8208
H 0.0435 2.0752 0.8616
```

Computed properties:
<S²>	8.80
HOMO (alpha / beta)	-18.61 / -22.74	eV
lowest unoccupied orbital energy (alpha / beta)	-12.133 / -16.873	eV
energy above the lowest of the compared OMol25 structures with the same formula, charge and spin	7.4	kcal per mole
2S+1	6
molecular weight	328.67	g mol⁻¹
net charge	+3

DFT total energy, record by record: -796.474181, -2325.538687, -3115.560261, -2165.317559, -2241.768811, -3095.637050, -3322.374474, -1255.861866 Ha
Strongest force on any atom, record by record: 0.1385, 0.0687, 0.1088, 0.0850, 0.0553, 0.0764, 0.1849, 0.1707 hartree/bohr